C30H38BI2N7OS3Tl | ωB97M-V/def2-TZVPD

The gap between HOMO and LUMO (spin up / spin down) comes out at 4.70 / 4.70 eV. The LUMO energy (spin up / spin down) is 2.15 / 2.15 eV. The value obtained for the total energy is -3611.830239 Ha. The energy relative to the best compared isomer or geometry (same formula, charge and spin) comes out at 243.2 kJ/mol.

The geometry in ORCA input format:
```
! RIJCOSX wB97M-V def2-TZVPD def2/J DEFGRID3
* xyz -1 1
Tl 1.3160 -2.4519 -0.2011
C 6.8463 0.3603 -0.0914
C 5.4688 0.0193 -0.6705
C 5.1423 -1.4444 -0.5438
C 5.4780 0.4899 -2.1955
N 4.3483 0.7425 0.0787
C 4.4345 1.2832 1.3691
C 3.2306 1.8282 1.6308
N 2.3687 1.5014 0.6043
B 0.8302 1.8927 0.7503
N 0.0742 1.1178 1.9846
C -1.1252 1.6347 2.5350
C -1.5579 0.7345 3.4692
N -0.7003 -0.2939 3.5441
C 0.2788 -0.1426 2.6120
S 1.6623 -1.1126 2.4932
C -0.8714 -1.5365 4.4478
C 0.1826 -1.2522 5.6230
C -2.3090 -1.5237 5.0349
C -0.6844 -2.8949 3.7428
N 0.0906 2.0785 -0.6703
C 0.6419 3.0473 -1.4735
C 0.1009 2.9065 -2.7317
N -0.9042 1.8817 -2.6717
C -0.9062 1.3681 -1.3966
S -0.7430 -1.8547 -2.1506
C -1.6887 1.5887 -3.9683
C -0.8117 0.7073 -4.9102
C -2.0664 2.7874 -4.7837
C -2.9288 0.8257 -3.5766
C 2.9672 0.8088 -0.3297
S 2.3283 0.1446 -1.7457
H 7.5368 -0.0823 -0.8853
H 7.1457 -0.0543 0.8470
H 7.0699 1.4373 -0.0918
H 5.6260 -1.9789 -1.3977
H 4.0488 -1.6273 -0.4372
H 5.5318 -1.7816 0.3943
H 6.4905 0.1868 -2.4954
H 5.4188 1.6080 -2.1435
H 4.6925 0.0394 -2.8142
H 5.3761 1.3727 1.9543
H 3.0320 2.4191 2.4525
H 0.8179 3.0249 1.1367
H -1.4665 2.6484 2.3096
H -2.4094 0.8839 4.1824
H 0.2490 -0.1884 5.8251
H 1.1721 -1.5802 5.4250
H -0.1467 -1.7771 6.5289
H -2.7330 -0.5428 5.2080
H -2.2433 -2.0797 6.0008
H -2.8842 -2.0903 4.3342
H 0.3736 -3.1389 3.7818
H -1.0186 -2.8649 2.7026
H -1.1745 -3.6548 4.3645
H 1.3436 3.7615 -1.1262
H 0.3549 3.4878 -3.6543
H 0.2686 0.9061 -4.8755
H -1.1737 0.8511 -5.9025
H -0.8027 -0.3799 -4.6771
H -1.1664 3.0205 -5.3705
H -2.3505 3.6503 -4.1602
H -2.7731 2.5330 -5.5718
H -2.7271 -0.1505 -3.1559
H -3.6652 0.6696 -4.3924
H -3.5325 1.4126 -2.7872
I -4.2120 -5.9329 -1.0027
C -4.2568 -3.8614 -0.7766
C -5.4166 -3.1562 -0.7909
C -5.4643 -1.8276 -0.3718
I -7.3523 -0.9393 -0.0256
C -4.2742 -1.0711 -0.1826
C -4.0921 0.3431 0.1461
C -2.9500 0.9824 -0.1271
C -1.6766 0.3661 -0.6374
N -1.9997 -1.0004 -1.2063
C -3.0821 -1.6621 -0.7477
C -2.9356 -3.1619 -0.7663
O -1.8543 -3.7272 -0.6043
H -6.3675 -3.6631 -1.0199
H -4.9614 0.8516 0.5078
H -2.8705 2.0650 0.0323
H -1.0084 0.2122 0.2554
*
```

Charges computed using Mulliken, reported in e: 0.462 -1.920 1.210 -0.852 -1.528 0.431 -0.101 -1.337 0.157 0.910 -0.118 -1.087 -0.083 0.526 0.191 -0.320 1.080 -1.562 -1.691 -1.741 0.619 -1.110 -0.633 0.522 -0.131 -0.448 1.378 -1.282 -1.941 -1.632 -0.273 -0.132 0.426 0.447 0.391 0.332 -0.217 0.384 0.543 0.296 0.327 0.357 0.641 -0.199 0.528 0.191 0.363 0.374 0.425 0.510 0.378 0.428 0.449 0.340 0.455 0.662 0.379 0.280 0.440 0.208 0.568 0.328 0.435 0.277 0.469 0.322 -0.033 -0.537 -0.377 -0.346 -0.070 0.758 -1.193 -0.229 0.761 -0.375 0.660 -0.215 -0.528 0.279 0.244 0.375 -0.277